Here is a structure of composition C40H61As3N6OPbSSbSe4 at a distorted geometry from OMol25. Energies are from ωB97M-V/def2-TZVPD.

relative energy (zero: lowest compared OMol25 entry of this formula, charge and spin) = 2.057 eV
total charge = +1
highest occupied orbital energy (spin up / spin down) = -0.35474 / -0.35450 Ha
LUMO energy (spin up / spin down) = -3.51 / -4.63 eV
E = -519972.7458 eV
HOMO-LUMO gap (spin up / spin down) = 6.15 / 5.02 eV

Element x y z (Å)
1 Pb 0.762 -0.116 0.843
2 O -0.890 -1.973 2.481
3 N -1.733 -1.353 3.321
4 C -2.879 -1.992 3.632
5 C -3.703 -1.529 4.615
6 C -3.321 -0.378 5.313
7 C -2.164 0.270 4.966
8 C -1.352 -0.190 3.912
9 S 0.017 0.692 3.398
10 H -3.073 -2.883 3.056
11 H -4.600 -2.074 4.858
12 H -3.946 0.002 6.107
13 H -1.832 1.157 5.483
14 C 0.106 -4.201 -2.666
15 As -1.036 -3.187 -1.424
16 C -2.171 -4.688 -0.859
17 C -2.039 -2.440 -2.958
18 C -3.304 -1.602 -2.880
19 C -3.754 -1.474 -4.351
20 C -3.072 -0.178 -2.364
21 As -2.100 0.332 -0.670
22 C -2.376 2.235 -1.075
23 C -3.542 0.227 0.658
24 C -4.390 -2.314 -2.060
25 As -6.288 -1.843 -2.494
26 C -7.063 -3.382 -1.551
27 C -6.673 -0.534 -1.071
28 H -0.495 -4.634 -3.466
29 H 0.636 -5.017 -2.176
30 H 0.849 -3.536 -3.112
31 H -2.576 -5.204 -1.731
32 H -2.991 -4.344 -0.229
33 H -1.583 -5.405 -0.285
34 H -2.275 -3.338 -3.537
35 H -1.269 -1.886 -3.505
36 H -2.922 -1.172 -4.990
37 H -4.542 -0.727 -4.448
38 H -4.145 -2.427 -4.709
39 H -4.051 0.307 -2.294
40 H -2.495 0.363 -3.125
41 H -3.381 2.394 -1.466
42 H -1.653 2.591 -1.810
43 H -2.256 2.819 -0.166
44 H -4.452 0.686 0.275
45 H -3.225 0.778 1.545
46 H -3.752 -0.798 0.955
47 H -4.198 -2.164 -0.993
48 H -4.325 -3.388 -2.260
49 H -6.855 -4.302 -2.096
50 H -8.144 -3.262 -1.496
51 H -6.669 -3.471 -0.538
52 H -6.243 0.442 -1.296
53 H -6.308 -0.881 -0.104
54 H -7.754 -0.408 -1.008
55 N 3.751 -1.022 -5.224
56 C 3.092 -0.939 -4.046
57 C 3.671 -1.384 -2.847
58 C 2.953 -1.277 -1.678
59 N 1.723 -0.764 -1.603
60 C 1.174 -0.331 -2.739
61 C 1.797 -0.399 -3.964
62 H 4.662 -1.440 -5.262
63 H 3.313 -0.735 -6.080
64 H 4.660 -1.819 -2.843
65 H 3.381 -1.621 -0.744
66 H 0.182 0.102 -2.640
67 H 1.302 -0.052 -4.860
68 Se 2.529 -5.827 2.476
69 Sb 0.181 -3.515 3.869
70 Se -1.583 -5.094 4.119
71 Se 1.237 -2.261 5.602
72 Se 1.737 -3.884 1.800
73 C 4.509 -2.520 2.314
74 C 4.105 -1.151 2.846
75 N 4.859 -0.077 2.214
76 C 6.248 0.030 2.646
77 C 6.425 0.916 3.876
78 C 4.291 0.803 1.383
79 C 5.172 1.891 0.821
80 N 3.036 0.761 1.025
81 H 3.978 -3.289 2.874
82 H 5.575 -2.707 2.439
83 H 4.275 -2.619 1.254
84 H 4.280 -1.121 3.924
85 H 3.044 -0.969 2.681
86 H 6.873 0.398 1.834
87 H 6.593 -0.974 2.886
88 H 6.188 1.956 3.662
89 H 7.460 0.861 4.206
90 H 5.785 0.581 4.690
91 H 5.554 2.535 1.611
92 H 4.599 2.507 0.132
93 H 6.017 1.468 0.279
94 H 2.835 1.552 0.425
95 N 0.327 2.023 0.380
96 C 0.622 3.222 0.181
97 C 1.878 3.655 -0.505
98 C 2.629 4.708 0.012
99 C 3.791 5.106 -0.629
100 C 4.197 4.470 -1.794
101 C 3.454 3.416 -2.305
102 C 2.300 3.003 -1.660
103 C -0.286 4.322 0.609
104 C -1.030 4.168 1.778
105 C -1.903 5.168 2.170
106 C -2.043 6.311 1.395
107 C -1.319 6.453 0.220
108 C -0.434 5.465 -0.173
109 H 2.310 5.205 0.918
110 H 4.374 5.918 -0.217
111 H 5.093 4.798 -2.301
112 H 3.766 2.915 -3.211
113 H 1.713 2.182 -2.051
114 H -0.898 3.269 2.368
115 H -2.474 5.055 3.081
116 H -2.725 7.090 1.704
117 H -1.442 7.336 -0.391
118 H 0.128 5.572 -1.091